# C17H40N9PtS

A structure of composition C17H40N9PtS (ωB97M-V/def2-TZVPD, the OMol25 dataset).

Output
* charge: +3
* largest force on an atom: 1.6 eV Å⁻¹
* E_tot: -1681.1460 Ha
* HOMO level: -16.57 eV
* E_LUMO: -0.4017 hartree
* orbital gap: 5.6 eV
* ΔE to the lowest compared entry with this formula, charge and spin: 13.3 kcal per mole

Geometry as XYZ:
```
68
Properties=species:S:1:pos:R:3:lowdin_charge:R:1
Pt 0.173 -0.081 -0.586 0.80
N -0.345 -3.802 2.452 0.19
C -1.468 -4.428 1.651 -0.26
C -2.486 -3.396 1.150 -0.08
C -2.074 -2.461 -0.010 -0.29
N -1.403 -1.168 0.451 -0.07
C -1.340 -3.278 -1.096 -0.11
C -0.282 -4.278 -0.605 -0.33
N 0.916 -3.594 -0.037 0.04
C -0.886 -5.203 0.462 -0.09
H -0.685 -3.129 3.134 0.16
H 0.372 -3.431 1.665 0.16
H 0.146 -4.520 2.988 0.17
H -1.986 -5.115 2.318 0.16
H -2.893 -2.820 1.989 0.13
H -3.318 -3.988 0.768 0.15
H -3.005 -2.116 -0.457 0.14
H -1.094 -1.251 1.414 0.09
H -2.122 -0.452 0.479 0.08
H -0.922 -2.613 -1.852 0.08
H -2.107 -3.871 -1.598 0.14
H 0.028 -4.883 -1.459 0.16
H 1.162 -2.812 -0.633 0.06
H 1.711 -4.231 -0.038 0.12
H -0.145 -5.933 0.803 0.14
H -1.692 -5.775 0.003 0.15
C -0.925 5.193 -2.825 -0.06
C -1.847 4.196 -3.514 -0.17
N -1.421 2.803 -3.253 0.05
C -1.857 1.901 -2.406 -0.67
S -1.103 0.295 -2.563 0.74
N -2.829 2.048 -1.522 0.04
C -3.615 3.238 -1.130 -0.20
C -4.209 3.009 0.249 -0.06
H -1.255 6.205 -3.060 0.10
H 0.103 5.087 -3.177 0.08
H -0.944 5.075 -1.738 0.07
H -1.805 4.331 -4.593 0.14
H -2.877 4.331 -3.207 0.10
H -0.662 2.485 -3.841 0.13
H -3.183 1.181 -1.153 0.11
H -4.411 3.408 -1.856 0.14
H -2.957 4.103 -1.105 0.11
H -4.818 2.101 0.278 0.09
H -4.860 3.844 0.506 0.10
H -3.429 2.953 1.012 0.08
C 1.665 1.895 -2.322 -0.23
N 2.830 2.662 -2.636 -0.08
C 3.938 1.749 -2.959 -0.12
N 4.226 0.882 -1.809 -0.07
C 3.080 0.092 -1.478 -0.17
N 1.898 0.981 -1.131 -0.24
C 2.331 1.865 0.030 -0.17
N 3.491 2.624 -0.323 -0.08
C 3.204 3.484 -1.475 -0.12
C 4.601 1.721 -0.661 -0.12
H 1.393 1.274 -3.174 0.09
H 0.840 2.563 -2.069 0.10
H 4.825 2.329 -3.204 0.15
H 3.674 1.139 -3.825 0.14
H 3.312 -0.526 -0.607 0.13
H 2.802 -0.543 -2.321 0.13
H 2.566 1.223 0.883 0.13
H 1.509 2.533 0.289 0.13
H 4.085 4.074 -1.715 0.15
H 2.387 4.165 -1.227 0.13
H 4.847 1.093 0.196 0.14
H 5.478 2.311 -0.918 0.15
```